No. 1
Formula: C5H11INO
Source: OMol25
Level of theory: ωB97M-V with the def2-TZVPD basis set

The HOMO energy is -13.687 eV. The value obtained for the frontier orbital gap is 9.4 eV. Its net charge is +1.

Cartesian coordinates (Å):
C (-1.3257, 1.1369, 0.4517)
C (-1.0578, -0.3243, 0.1137)
C (-0.2493, 1.9928, -0.2174)
C (1.2903, 0.3665, -0.3360)
C (0.6175, -2.0739, 0.0428)
N (0.3671, -0.6748, 0.3759)
O (1.0298, 1.5765, 0.0746)
I (3.3621, -0.1435, -0.0704)
H (-2.3229, 1.5450, 0.2379)
H (-1.0509, 1.1364, 1.6027)
H (-1.6579, -1.1394, 0.7106)
H (-1.2290, -0.5556, -0.8709)
H (-0.3486, 1.9772, -1.3511)
H (-0.2702, 3.1587, -0.0230)
H (0.3917, 0.3112, -1.9295)
H (-0.0909, -2.8466, 0.5273)
H (0.4940, -2.3799, -1.0120)
H (1.5938, -2.5771, 0.3139)
H (0.4569, -0.4861, 1.3593)

Forces on atoms 1 to 3 (eV/Å):
1.89 -0.05 2.61
-1.69 -1.41 2.30
-1.87 3.68 -1.60

Just the Löwdin charges please, in e? Sure, here they are: number 1, C, carries -0.10; number 2, C, carries -0.16; number 3, C, carries -0.24; number 4, C, carries -0.74; number 5, C, carries -0.09; number 6, N, carries -0.17; number 7, O, carries -0.17; number 8, I, carries 1.01; number 9, H, carries 0.14; number 10, H, carries 0.17; number 11, H, carries 0.18; number 12, H, carries 0.08; number 13, H, carries 0.13; number 14, H, carries 0.19; number 15, H, carries 0.27; number 16, H, carries 0.14; number 17, H, carries 0.12; number 18, H, carries 0.09; number 19, H, carries 0.17

No. 2
Formula: C5H11N
Source: OMol25
Level of theory: ωB97M-V with the def2-TZVPD basis set

The HOMO energy is -8.939 eV. The SMILES is C=CCCCN. The value obtained for the frontier orbital gap is 10.2 eV.

Cartesian coordinates (Å):
C (-1.4058, 1.3483, -1.8622)
C (-1.2468, 0.0777, -1.6122)
C (-0.8997, -0.3455, -0.2337)
C (0.7614, -0.5816, -0.1391)
C (1.3409, 0.0762, 1.0875)
N (1.2676, -0.7186, 2.2810)
H (-1.9510, 1.6785, -2.7953)
H (-1.0277, 2.0899, -1.0915)
H (-1.2500, -0.7392, -2.3361)
H (-1.4235, -1.1797, 0.0370)
H (-1.2960, 0.3905, 0.4818)
H (0.7443, -1.7351, -0.0593)
H (1.2202, -0.2063, -1.0083)
H (2.3959, 0.3208, 0.8247)
H (0.9276, 1.0602, 1.1330)
H (0.4513, -1.3232, 2.2738)
H (1.3914, -0.2128, 3.0189)

Forces on atoms 1 to 3 (eV/Å):
-0.72 2.19 -1.05
0.35 -1.37 0.69
3.31 2.19 -0.20

Just the Löwdin charges please, in e? Sure, here they are: number 1, C, carries -0.03; number 2, C, carries -0.24; number 3, C, carries -0.19; number 4, C, carries -0.14; number 5, C, carries -0.34; number 6, N, carries 0.04; number 7, H, carries 0.07; number 8, H, carries 0.09; number 9, H, carries 0.11; number 10, H, carries 0.06; number 11, H, carries 0.11; number 12, H, carries 0.13; number 13, H, carries 0.08; number 14, H, carries 0.11; number 15, H, carries 0.09; number 16, H, carries 0.08; number 17, H, carries -0.01

Energy relative to the best compared isomer or geometry (same formula, charge and spin) (kJ/mol)
387.1, 223.6
F_max (hartree/bohr)
0.0880, 0.1346